Entry P
DFT (wB97M-V/def2-TZVPD) results for a structure of composition C2H3BrN2S.

* multiplicity: 1
* frontier orbital gap: 8.084 eV
* LUMO energy: -0.17 eV

Atoms and positions in Å:
C1 -0.2927 -1.2453 0.1171
C2 0.4860 -0.0281 -0.1827
N1 -1.4601 -1.3137 0.6475
N2 -0.9157 1.1365 0.4199
S1 -2.1322 0.0894 0.9512
Br1 2.2641 0.2649 0.6079
H1 0.1694 -2.1614 0.2354
H2 0.5774 0.3024 -1.2456
H3 -0.7707 1.6916 1.2843

Entry Q
DFT (wB97M-V/def2-TZVPD) results for an isolated molecule of C2H3BrN2S.

* multiplicity: 1
* frontier orbital gap (spin up / spin down): 6.780 / 6.770 eV
* LUMO energy (spin up / spin down): -2.07 / -2.08 eV

Atoms and positions in Å:
C1 0.5890 -1.0350 0.1400
C2 -0.0095 0.5411 0.4472
N1 0.8696 -1.3621 -0.9735
N2 -0.7282 0.8258 -0.7222
S1 0.1956 1.0819 -2.0537
Br1 0.5060 -1.9820 1.8070
H1 -0.7057 0.4435 1.4150
H2 0.9541 1.0958 0.7604
H3 -1.6707 0.3910 -0.8203

Which of them is most stable, and which least? Most stable: entry P; least stable: entry Q.

Entry P
DFT (wB97M-V/def2-TZVPD) results for an isolated molecule of C3H5NOS.

* multiplicity: 1
* frontier orbital gap (spin up / spin down): 7.370 / 7.048 eV
* LUMO energy (spin up / spin down): -0.51 / -0.64 eV

Atoms and positions in Å:
C1 -0.1666 1.4682 -0.1209
C2 2.3206 0.3291 -0.1162
C3 0.1346 -0.8185 -0.0883
N1 -0.6095 0.3373 -0.0333
O1 1.5989 -0.7256 -0.3838
S1 -2.5539 -0.5477 0.1087
H1 -0.8608 2.3369 0.0818
H2 3.2836 0.1148 -0.5269
H3 -0.1881 -1.3259 0.8017
H4 -0.2887 -1.4820 -0.8659
H5 -2.6701 0.3133 1.1432

Entry Q
DFT (wB97M-V/def2-TZVPD) results for a cluster of 2 separate species, C3H5NOS in total.

* multiplicity: 1
* frontier orbital gap: 7.771 eV
* LUMO energy: -1.04 eV

Atoms and positions in Å:
C1 -0.4892 1.0744 -0.1450
C2 -1.0047 -0.2185 -0.0463
C3 0.0594 -1.2250 -0.0061
H1 0.6818 1.1252 -0.5763
H2 -1.5005 1.6776 -0.6433
H3 -0.6245 1.3769 1.2933
H4 -0.2013 -2.2583 0.2475
H5 2.6400 -0.0795 -0.0351
N1 1.2681 -1.1386 -0.1918
O1 1.7824 0.1427 0.1146
S1 -2.6116 -0.4768 -0.0114

Entry R
DFT (wB97M-V/def2-TZVPD) results for an isolated molecule of C3H5NOS.

* SMILES: O/N=C/CC=S
* multiplicity: 1
* frontier orbital gap: 8.670 eV
* LUMO energy: -0.01 eV

Atoms and positions in Å:
O1 2.8216 -0.6819 0.2177
N1 1.6619 -0.3766 -0.3642
C1 1.2460 0.7039 0.1259
C2 -0.1697 1.1555 -0.3347
C3 -1.1391 0.3556 0.4460
S1 -2.3366 -0.5585 -0.0608
H1 3.1050 -1.3498 -0.3873
H2 1.9247 1.3912 0.6546
H3 -0.2769 2.2447 -0.0557
H4 -0.1992 1.0300 -1.3924
H5 -0.9975 0.4208 1.5374

Which of them is most stable, and which least? Most stable: entry R; least stable: entry P.

Entry P
DFT (wB97M-V/def2-TZVPD) results for an isolated molecule of C3H5NOS.

* SMILES: C=CC(=O)NS
* multiplicity: 1
* frontier orbital gap: 10.249 eV
* LUMO energy: 0.46 eV

Atoms and positions in Å:
C1 -1.6232 -0.8506 -0.1939
C2 -1.2372 0.4222 -0.0753
C3 0.2181 0.8418 -0.1092
O1 0.5992 1.9808 -0.1875
N1 1.0642 -0.1858 0.1462
S1 2.7195 -0.2049 -0.2451
H1 -2.6724 -1.0817 -0.1979
H2 -0.9600 -1.6087 -0.4783
H3 -1.9823 1.2038 -0.0097
H4 0.7068 -0.9913 0.5515
H5 3.1673 0.4745 0.7992

Entry Q
DFT (wB97M-V/def2-TZVPD) results for a structure of composition C3H5NOS.

* multiplicity: 1
* frontier orbital gap: 9.014 eV
* LUMO energy: 0.86 eV

Atoms and positions in Å:
C1 0.0060 -0.5514 -0.0120
C2 0.6100 1.3820 0.0572
C3 -1.3630 -0.9578 -0.0313
N1 1.0920 -1.1495 -0.0802
O1 1.9819 1.2778 -0.1259
S1 2.4997 -0.3361 0.0222
H1 0.0681 1.9631 -0.7497
H2 0.2298 1.7236 1.0194
H3 -1.6626 -1.5059 -0.8920
H4 -1.9576 -0.1704 -0.0573
H5 -1.5045 -1.6754 0.8497

Which of them is most stable, and which least? Most stable: entry P; least stable: entry Q.

Entry P
DFT (wB97M-V/def2-TZVPD) results for an isolated molecule of C3H5NOS.

* SMILES: N#C[C@@H](S)CO
* multiplicity: 1
* frontier orbital gap: 10.492 eV
* LUMO energy: 0.49 eV

Atoms and positions in Å:
N1 2.7805 -0.3970 -0.1465
C1 1.6794 -0.1671 -0.0039
C2 0.2768 0.1199 0.3485
S1 -0.1558 1.8023 -0.1356
C3 -0.6593 -0.9064 -0.2589
O1 -1.9626 -0.5872 0.0583
H1 0.1032 0.1445 1.4582
H2 0.9239 2.5137 0.1862
H3 -0.4050 -1.8762 0.1535
H4 -0.4742 -0.9097 -1.3257
H5 -2.1069 0.2632 -0.3342

Entry Q
DFT (wB97M-V/def2-TZVPD) results for a cluster of 2 separate species, C3H5NOS in total.

* multiplicity: 1
* frontier orbital gap: 8.893 eV
* LUMO energy: -0.24 eV

Atoms and positions in Å:
C1 0.5448 1.2412 0.8779
C2 0.0393 -0.2006 -1.6518
C3 -0.0767 -0.0874 0.9825
N1 1.0301 2.2479 0.6222
O1 -0.2524 -0.4925 2.2691
S1 0.5571 -1.1960 -0.2025
H1 0.0610 -1.0181 -2.4675
H2 1.0104 0.3706 -1.7894
H3 -0.7320 0.4450 -1.4641
H4 -1.7061 0.1503 0.5043
H5 -0.4755 -1.4604 2.3193

Entry R
DFT (wB97M-V/def2-TZVPD) results for an isolated molecule of C3H5NOS.

* SMILES: C1=NOCCS1
* multiplicity: 1
* frontier orbital gap: 9.735 eV
* LUMO energy: 0.71 eV

Atoms and positions in Å:
C1 -0.5512 1.6106 0.0291
N1 0.6979 1.6615 -0.1279
O1 1.3747 0.4478 -0.4053
C2 0.8480 -0.6625 0.2859
C3 -0.5428 -0.9907 -0.2756
S1 -1.7349 0.3231 -0.0986
H1 -1.0647 2.5621 0.2505
H2 0.8179 -0.4419 1.3816
H3 1.5602 -1.4593 0.0576
H4 -0.9804 -1.8964 0.2057
H5 -0.4247 -1.1543 -1.3031

Which of them is most stable, and which least? Most stable: entry P; least stable: entry Q.

Entry P
DFT (wB97M-V/def2-TZVPD) results for an isolated molecule of C3H5NOS.

* multiplicity: 1
* frontier orbital gap: 10.768 eV
* LUMO energy: 0.43 eV

Atoms and positions in Å:
C1 -1.7648 -0.4555 -0.1759
C2 1.2854 -0.3477 -0.5869
C3 0.4484 0.3209 0.5492
N1 -2.4046 -1.3942 -0.1304
O1 -1.7552 1.9044 0.7076
S1 -1.0211 1.1308 -0.2430
H1 0.5595 -0.7296 -1.1199
H2 1.8026 0.4125 -1.1603
H3 1.8848 -1.2113 -0.2298
H4 0.9320 0.9438 1.2405
H5 0.0329 -0.5741 1.1489

Entry Q
DFT (wB97M-V/def2-TZVPD) results for an isolated molecule of C3H5NOS.

* SMILES: CC(=O)NC=S
* multiplicity: 1
* frontier orbital gap: 8.422 eV
* LUMO energy: 0.10 eV

Atoms and positions in Å:
C1 -1.1012 -1.1672 -2.1249
C2 -0.5137 -0.2547 -1.0702
O1 -0.4914 0.9255 -1.0269
N1 0.1262 -1.0242 -0.0534
C3 0.7338 -0.3871 1.0348
S1 0.6672 1.1141 1.6909
H1 -0.3940 -1.9237 -2.4016
H2 -1.9855 -1.6146 -1.7277
H3 -1.3313 -0.6545 -3.0242
H4 -0.1437 -1.9870 0.1803
H5 1.5134 -1.0271 1.4690

Entry R
DFT (wB97M-V/def2-TZVPD) results for a structure of composition C3H5NOS.

* multiplicity: 1
* frontier orbital gap: 9.186 eV
* LUMO energy: -0.19 eV

Atoms and positions in Å:
C1 1.2376 0.9152 0.0382
C2 1.0546 -0.6537 0.0715
C3 -0.3234 -0.9987 -0.1546
H1 0.5823 1.2797 -0.8478
H2 1.2401 1.8459 1.0241
H3 2.2640 1.2166 -0.4166
H4 -0.4492 -2.1587 -0.3377
H5 -3.5074 0.7267 0.3973
N1 -1.2196 -0.1439 -0.0659
O1 1.8475 -1.5022 0.1969
S1 -2.7265 -0.5270 0.0946

Which of them is most stable, and which least? Most stable: entry Q; least stable: entry R.

Entry P
DFT (wB97M-V/def2-TZVPD) results for an isolated molecule of C3H5NOS.

* multiplicity: 1
* frontier orbital gap (spin up / spin down): 6.186 / 6.118 eV
* LUMO energy (spin up / spin down): -3.04 / -3.05 eV

Atoms and positions in Å:
C1 0.4927 -0.9909 -0.0211
C2 0.3216 0.4835 -0.2029
C3 -1.0117 1.0875 0.2772
N1 1.7141 -1.4164 -0.1863
O1 -0.4625 -1.7745 0.2667
S1 -2.2606 -0.1038 -0.0402
H1 1.2153 1.0749 0.1572
H2 0.4585 0.7381 -1.2144
H3 -1.0827 1.4476 1.2989
H4 -1.3012 1.8619 -0.4739
H5 1.9164 -2.4080 0.1388

Entry Q
DFT (wB97M-V/def2-TZVPD) results for a cluster of 2 separate species, C3H5NOS in total.

* SMILES: C=CC=O.N=S
* multiplicity: 1
* frontier orbital gap: 7.645 eV
* LUMO energy: -0.90 eV

Atoms and positions in Å:
C1 -0.1383 -1.4870 0.4390
C2 0.4144 -0.3534 0.8921
C3 1.3957 0.3768 0.0717
O1 1.9062 -0.0559 -0.9293
H1 0.1382 -1.8484 -0.5364
H2 -0.8490 -2.0554 1.0077
H3 0.1906 0.0463 1.8674
H4 1.6299 1.3917 0.4512
N1 -1.3191 1.7359 -1.1666
S1 -1.8171 0.8655 0.0011
H5 -1.5516 1.3839 -2.0979

Which of them is most stable, and which least? Most stable: entry Q; least stable: entry P.